# C7H10

The molecule C7H10 at a distorted geometry (ωB97M-V/def2-TZVPD, the OMol25 dataset).

The geometry in XYZ format:
```
17
Properties=species:S:1:pos:R:3:lowdin_charge:R:1
C -1.9313 -0.6810 -0.4191 -0.047
C -0.5177 -0.1769 -0.2707 -0.260
C 0.2849 0.5930 -1.3073 -0.108
C 1.5146 0.1336 -0.5383 -0.201
C 1.2946 0.2944 0.9464 -0.251
C 0.0619 0.8995 1.4416 0.008
C 0.7125 -0.9272 0.1531 -0.132
H -2.6080 0.1567 -0.6144 0.080
H -2.0563 -1.3930 -1.2543 0.084
H -2.2700 -1.1996 0.4854 0.076
H 0.0582 1.6585 -1.3975 0.112
H 0.3036 0.1138 -2.2955 0.121
H 2.5298 0.0419 -0.9011 0.131
H 2.2318 0.3282 1.5134 0.129
H 0.2070 1.8168 2.0632 0.073
H -0.6895 0.2852 1.9080 0.049
H 0.8737 -1.9439 0.4869 0.135
```

Spin multiplicity: 1
HOMO level: -8.1 eV
Molecular weight: 94.157 g mol⁻¹
ΔE to the lowest compared entry with this formula, charge and spin: 434.3 kJ/mol
Charge: 0
E: -272.552587 a.u.

=====

# C3H6O

A cluster of 2 separate species, C3H6O in total at a distorted geometry (ωB97M-V/def2-TZVPD, the OMol25 dataset).

The geometry in XYZ format:
```
10
Properties=species:S:1:pos:R:3:lowdin_charge:R:1
C 0.1526 -0.7599 0.2061 -0.308
C 0.9987 0.2010 0.9213 -0.050
C -1.1631 0.2256 -1.1182 0.042
O 0.1358 -1.9347 0.4245 0.069
H 0.3851 0.9846 1.0942 0.029
H 1.2710 -0.2556 1.9177 0.118
H 1.8546 0.4777 0.4092 0.068
H -0.6188 0.0981 -2.0147 -0.012
H -0.9385 1.2747 -0.7556 0.038
H -2.0774 -0.3114 -1.0845 0.006
```

Spin multiplicity: 1
HOMO level: -8.7 eV
Molecular weight: 58.080 g mol⁻¹
ΔE to the lowest compared entry with this formula, charge and spin: 227.1 kJ/mol
Charge: 0
E: -193.056712 a.u.

=====

# C2H4N2O2

The molecule C2H4N2O2 at a distorted geometry (ωB97M-V/def2-TZVPD, the OMol25 dataset).

The geometry in XYZ format:
```
10
Properties=species:S:1:pos:R:3:lowdin_charge:R:1
O -3.1023 0.1089 0.2782 -0.049
N -2.1531 -0.2387 -0.4074 -0.108
N -1.0141 -0.2859 0.2778 0.056
C 0.2671 0.1252 -0.4581 -0.254
C 1.6303 -0.1849 0.0292 -0.101
O 0.9727 1.0184 0.3109 -0.026
H -1.1065 0.0664 1.1727 0.099
H 0.3028 0.3624 -1.5922 0.179
H 1.6834 -0.7387 0.9330 0.101
H 2.5196 -0.2331 -0.5439 0.102
```

Spin multiplicity: 1
HOMO level: -9.8 eV
Molecular weight: 88.066 g mol⁻¹
ΔE to the lowest compared entry with this formula, charge and spin: 534.2 kJ/mol
Charge: 0
E: -338.449730 a.u.

=====

# C5H15N2S

A cluster of 2 separate species, C5H15N2S in total at a distorted geometry (ωB97M-V/def2-TZVPD, the OMol25 dataset).

The geometry in XYZ format:
```
23
Properties=species:S:1:pos:R:3:lowdin_charge:R:1
C 0.2084 0.7936 2.2742 -0.399
C 1.4373 -0.0752 2.5531 -0.766
S 1.4389 -1.6644 1.6670 0.179
N -1.0407 0.0892 2.6402 -0.051
H 0.1707 1.0567 1.2132 0.070
H 0.2608 1.7475 2.8110 0.086
H 1.5414 -0.1696 3.6417 0.030
H 2.3298 0.4825 2.2117 0.028
H -1.2445 0.2643 3.6161 0.033
H -0.8100 -0.8944 2.4814 -0.019
C -1.2434 -0.8583 -1.1974 -0.124
N -0.4515 0.2894 -1.6007 -0.325
C 0.9504 -0.0674 -1.5391 -0.160
C -0.7762 0.7098 -2.9379 -0.157
H -1.0638 -1.0664 -0.1486 0.047
H -0.8990 -1.7396 -1.7668 0.079
H -2.3167 -0.7348 -1.3403 0.074
H 1.5925 0.7046 -1.9813 0.074
H 1.3454 -0.2832 -0.5250 0.001
H 1.1310 -0.9947 -2.1204 0.078
H -0.2276 1.6108 -3.2352 0.074
H -1.8460 0.8812 -3.0544 0.071
H -0.4872 -0.0815 -3.6629 0.077
```

Spin multiplicity: 1
HOMO level: -2.6 eV
Molecular weight: 135.256 g mol⁻¹
ΔE to the lowest compared entry with this formula, charge and spin: 76.0 kJ/mol
Charge: -1
E: -707.204952 a.u.

=====

# C8H13FeO5

A structure of composition C8H13FeO5 at a distorted geometry (ωB97M-V/def2-TZVPD, the OMol25 dataset).

The geometry in XYZ format:
```
27
Properties=species:S:1:pos:R:3:lowdin_charge:R:1
O -2.8811 -2.4209 -0.6319 0.046
C -1.9773 -1.6480 -0.2638 -0.175
C -1.8677 -0.2970 -0.9466 -0.112
O -1.4929 0.7237 -0.0204 -0.223
C -2.1391 1.9409 -0.1599 -0.194
C -2.3037 2.7568 0.8718 0.063
H -0.4911 -2.3582 1.6514 0.170
H -2.8251 -0.0355 -1.4154 0.136
H -1.1179 -0.3689 -1.7492 0.143
H -2.7799 3.7224 0.7104 0.072
H -2.4666 2.1628 -1.1777 0.132
H -1.9693 2.4953 1.8769 0.078
O 0.4450 -0.6684 1.9532 -0.264
C 0.7482 -1.8669 1.3304 -0.426
C 1.8935 -1.5308 0.4533 -0.068
O 1.4606 -0.5893 -0.4682 -0.247
C 2.4416 0.1599 -1.2047 -0.163
C 1.8114 1.5211 -1.4926 -0.342
O 1.3305 2.1058 -0.3292 -0.315
Fe 0.4114 0.7864 0.6917 0.888
H 0.5369 -2.8429 0.8177 0.114
H 2.6232 -2.2652 0.1039 0.108
H 2.7077 -0.3881 -2.1206 0.130
H 3.3349 0.2715 -0.5716 0.134
H 1.0097 1.3762 -2.2497 0.111
H 2.5892 2.1374 -1.9846 0.119
H -0.9966 -2.1597 -0.1605 0.084
```

Spin multiplicity: 6
HOMO level (spin up / spin down): -7.0 / -7.8 eV
Molecular weight: 245.032 g mol⁻¹
Charge: 0
E: -1952.147578 a.u.

=====

# C10H14N4O5

The molecule C10H14N4O5 at a distorted geometry (ωB97M-V/def2-TZVPD, the OMol25 dataset).

The geometry in XYZ format:
```
33
Properties=species:S:1:pos:R:3:lowdin_charge:R:1
N -3.1338 2.1574 0.2080 0.037
C -3.0322 0.6775 0.3461 -0.344
C -3.5465 -0.2330 -0.7454 -0.049
C -3.1241 -1.6600 -0.2584 -0.650
O -3.6284 -2.0965 0.7495 0.090
O -2.1703 -2.2274 -0.8527 0.120
C -1.6015 0.4192 0.6577 -0.398
O -1.2433 -0.5385 1.4095 0.031
N -0.6566 1.2531 0.0849 0.087
C 0.7365 1.0533 0.2359 -0.259
C 1.0819 -0.3129 -0.4468 -0.090
C 2.4243 -0.8388 -0.0860 -0.233
C 2.9646 -2.1864 -0.0459 -0.025
N 4.3473 -2.0850 0.2756 0.026
C 4.7214 -0.7028 0.2539 -0.098
N 3.5701 -0.0091 0.2161 0.039
C 1.4144 2.3497 -0.1542 -0.408
O 0.7439 3.4416 -0.1530 0.033
O 2.7328 2.4259 -0.1811 0.122
H -4.0239 2.4332 -0.3153 0.117
H -3.1018 2.4484 1.1282 0.046
H -3.7062 0.5947 1.2366 0.163
H -4.7729 -0.4147 -0.7124 0.175
H -3.3125 0.1743 -1.9031 0.180
H -1.9163 -3.1722 -0.4903 0.213
H -0.7297 2.3092 -0.2348 0.169
H 1.1265 0.8967 1.2526 0.167
H 0.3496 -1.3422 -0.5198 0.181
H 1.1598 -0.0248 -1.6160 0.164
H 2.5659 -3.1868 -0.2914 0.114
H 4.9399 -2.8958 0.4394 0.138
H 5.6737 -0.2693 0.5106 0.115
H 3.1474 1.5619 0.0021 0.026
```

Spin multiplicity: 1
HOMO level: -9.0 eV
Molecular weight: 270.245 g mol⁻¹
ΔE to the lowest compared entry with this formula, charge and spin: 461.2 kJ/mol
Charge: 0
E: -984.608803 a.u.

=====

# C2H2IN3

A structure of composition C2H2IN3 at a distorted geometry (ωB97M-V/def2-TZVPD, the OMol25 dataset).

The geometry in XYZ format:
```
8
Properties=species:S:1:pos:R:3:lowdin_charge:R:1
C -0.7164 0.4494 0.6117 -0.156
C -0.5571 -0.5805 -0.2677 0.055
N -1.5148 -1.3355 -0.6883 0.004
N -2.4413 -0.7529 -0.0045 -0.032
N -2.0149 0.2993 0.7700 0.026
I 3.9892 0.2060 -0.0538 0.387
H -0.0699 1.1555 1.0697 0.096
H 3.3253 0.5586 -1.4371 -0.380
```

Spin multiplicity: 1
HOMO level: -10.6 eV
Molecular weight: 194.963 g mol⁻¹
ΔE to the lowest compared entry with this formula, charge and spin: 556.1 kJ/mol
Charge: 0
E: -539.148087 a.u.

=====

# C6H12O

The molecule C6H12O (ωB97M-V/def2-TZVPD, the OMol25 dataset).

The geometry in XYZ format:
```
19
Properties=species:S:1:pos:R:3:lowdin_charge:R:1
C -1.0544 -1.7433 -1.3173 -0.104
O -0.7214 -1.3867 -0.0056 -0.156
C 0.4783 -0.7116 0.2605 -0.319
C 1.2368 0.1132 -0.8050 -0.109
C 1.2698 1.2774 0.2313 -0.134
C 0.2659 0.5447 1.1579 -0.290
C -1.1651 1.0858 1.2044 -0.064
H -0.5041 -2.6281 -1.6684 0.090
H -0.9020 -0.9275 -2.0366 0.077
H -2.1216 -1.9775 -1.2903 0.090
H 1.1939 -1.3940 0.7413 0.147
H 2.1964 -0.3176 -1.1271 0.107
H 0.6770 0.3635 -1.7122 0.096
H 0.9144 2.2302 -0.1667 0.103
H 2.2510 1.4154 0.6904 0.102
H 0.6152 0.3908 2.1871 0.130
H -1.2720 1.9067 1.9264 0.076
H -1.4963 1.4645 0.2302 0.081
H -1.8618 0.2942 1.4997 0.075
```

Spin multiplicity: 1
HOMO level: -9.3 eV
Molecular weight: 100.161 g mol⁻¹
ΔE to the lowest compared entry with this formula, charge and spin: 158.1 kJ/mol
Charge: 0
E: -310.999068 a.u.

=====

# C4H12N2O

A cluster of 3 separate species, C4H12N2O in total at a distorted geometry (ωB97M-V/def2-TZVPD, the OMol25 dataset).

The geometry in XYZ format:
```
19
Properties=species:S:1:pos:R:3:lowdin_charge:R:1
C -0.0159 0.7550 -0.9309 -0.316
C 0.0759 -0.6009 -0.2009 -0.179
C -1.2771 -0.9233 0.4179 -0.466
C -1.2809 -1.4890 1.7007 0.090
N -2.3979 -0.7924 -0.2715 0.120
N 1.1469 1.0177 -1.8024 -0.064
H 0.0165 1.4967 -0.1318 0.089
H -0.9316 0.8366 -1.5146 0.077
H 0.3502 -1.4538 -0.8258 0.113
H 0.7771 -0.4576 0.6108 0.066
H -2.2582 -1.7832 2.0686 0.041
H -0.4621 -1.5130 2.4056 0.059
H -3.1394 -1.2182 0.2918 0.021
H 1.0849 3.0427 1.9883 0.001
H 1.2609 0.1803 -2.3817 0.030
H 1.3878 2.5602 2.4843 0.000
H 1.9747 0.8848 -1.1467 0.007
H 3.4106 1.0710 0.8417 -0.160
O 2.5082 1.0054 0.5196 -0.529
```

Spin multiplicity: 2
HOMO level (spin up / spin down): -3.0 / -3.0 eV
Molecular weight: 104.153 g mol⁻¹
ΔE to the lowest compared entry with this formula, charge and spin: 186.2 kJ/mol
Charge: -1
E: -344.244483 a.u.

=====

# C16H34BN2O4

A cluster of 2 separate species, C16H34BN2O4 in total at a distorted geometry (ωB97M-V/def2-TZVPD, the OMol25 dataset).

The geometry in XYZ format:
```
57
Properties=species:S:1:pos:R:3:lowdin_charge:R:1
C -1.0582 -3.2225 3.5468 -0.106
C -2.0315 -2.1923 2.8587 -0.220
C -1.3658 -1.3692 1.7215 -0.151
C -1.1597 -2.1209 0.3689 -0.270
B -2.4771 -2.8993 -0.1718 -0.499
N -2.7566 -4.3414 0.0005 0.153
O -3.4481 -2.0975 -0.8671 0.087
C 0.0603 -3.1185 0.3381 -0.070
C 1.3768 -2.5670 -0.3266 -0.437
C 1.4495 -3.0294 -1.8239 -0.014
C 2.5655 -3.3114 0.4055 -0.047
N 1.6105 -1.1328 -0.1195 -0.119
O 1.9745 -0.8641 1.0881 -0.022
C 0.5010 -0.2721 -0.5876 -0.428
C 0.8821 0.2631 -2.0370 -0.031
C 0.4182 1.0381 0.2796 -0.034
C -0.8768 -0.9962 -0.7359 -0.070
H -1.3629 -3.3326 4.6086 0.068
H -1.1568 -4.2330 3.1040 0.063
H -0.0151 -2.8635 3.5577 0.072
H -2.9902 -2.6756 2.5951 0.107
H -2.2760 -1.4648 3.6646 0.104
H -1.8993 -0.4135 1.5459 0.123
H -0.3524 -1.0895 2.0907 0.108
H -2.1824 -4.7070 0.7567 0.059
H -2.4259 -4.7930 -0.8542 0.081
H -3.3206 -2.2785 -1.8011 0.089
H -0.2018 -4.0307 -0.2379 0.105
H 0.3499 -3.4964 1.3405 0.099
H 2.2525 -3.7889 -1.9242 0.078
H 0.5291 -3.5462 -2.1649 0.082
H 1.6977 -2.2300 -2.5422 0.070
H 2.4328 -3.2939 1.5037 0.074
H 3.4957 -2.7693 0.1658 0.092
H 2.5795 -4.3768 0.1110 0.086
H 0.5624 1.3302 -2.1358 0.062
H 1.9893 0.2821 -2.1187 0.091
H 0.4783 -0.3734 -2.8432 0.068
H -0.2642 1.7326 -0.2406 0.084
H 0.1173 0.8479 1.3181 0.067
H 1.4269 1.4846 0.2456 0.092
H -1.0718 -1.3771 -1.7576 0.112
H -1.6479 -0.2180 -0.5606 0.127
O 0.6683 3.7586 -2.4531 0.102
C 0.7766 4.7513 -1.7861 -0.529
O 0.3733 4.7301 -0.5075 -0.003
C 0.6281 5.7856 0.4247 -0.232
C -0.4321 6.8637 0.3405 -0.065
C 1.2685 6.0412 -2.3837 0.012
H 1.6378 6.1806 0.3009 0.114
H 0.5966 5.3238 1.4114 0.124
H -0.4390 7.3442 -0.6389 0.067
H -0.2611 7.6292 1.0986 0.082
H -1.4230 6.4336 0.4922 0.085
H 0.4323 6.5587 -2.8530 0.098
H 2.0124 5.8055 -3.1427 0.093
H 1.7530 6.7020 -1.6680 0.071
```

Spin multiplicity: 2
HOMO level (spin up / spin down): -8.1 / -9.2 eV
Molecular weight: 329.270 g mol⁻¹
Charge: 0
E: -1065.329563 a.u.

=====

# C3H9N3O2

A structure of composition C3H9N3O2 at a distorted geometry (ωB97M-V/def2-TZVPD, the OMol25 dataset).

The geometry in XYZ format:
```
17
Properties=species:S:1:pos:R:3:lowdin_charge:R:1
C 0.6864 0.6461 2.2419 -0.132
C -0.3617 0.3271 0.2945 -0.415
C 1.6017 0.4228 -1.3476 -0.090
H 1.5257 0.0672 2.0843 0.053
H 0.0731 0.2354 3.0957 0.106
H 1.4073 1.3062 2.7478 0.080
H -0.5615 2.1360 1.3830 0.151
H -2.3296 -1.3785 -0.6438 0.267
H 0.8554 0.9514 -2.2367 0.120
H 2.1712 1.1627 -0.6892 0.074
H 2.2121 -0.6319 -1.9942 0.179
H -0.7059 -1.4842 -1.1117 0.038
N 0.0206 1.3154 1.1614 0.008
N -1.5843 0.0867 0.1763 0.047
N 0.7196 -0.3896 -0.4972 -0.239
O -1.6394 -0.5285 -1.0635 -0.128
O 0.3521 -1.7001 -0.8929 -0.121
```

Spin multiplicity: 1
HOMO level: -8.2 eV
Molecular weight: 119.124 g mol⁻¹
ΔE to the lowest compared entry with this formula, charge and spin: 958.8 kJ/mol
Charge: 0
E: -434.160990 a.u.

=====

# C38H52BN13O3

A cluster of 13 separate species, C38H52BN13O3 in total (ωB97M-V/def2-TZVPD, the OMol25 dataset).

The geometry in XYZ format:
```
107
Properties=species:S:1:pos:R:3:lowdin_charge:R:1
C 7.3577 -3.7976 -2.1159 -0.003
B 6.9420 -2.3560 -2.6199 -0.437
O 7.8435 -1.6099 -3.3545 0.086
C 5.4816 -1.8384 -2.2647 -0.036
C 4.4685 -2.7990 -2.1567 0.041
C 3.1763 -2.4483 -1.8191 -0.083
C 2.8667 -1.1147 -1.5787 -0.075
C 3.8423 -0.1451 -1.6946 0.033
C 5.1483 -0.4909 -2.0482 -0.185
C 6.1451 0.6441 -2.1420 -0.041
C 1.4775 -0.7163 -1.1666 -0.256
O 1.3087 0.4235 -0.7715 0.083
C 0.3777 -1.7192 -1.2366 -0.047
C -1.1031 -1.3540 -1.0410 -0.214
N -1.4164 -0.0233 -0.5257 0.015
C 0.6922 -3.0032 -1.5019 -0.129
C -0.3325 -4.0898 -1.5904 -0.043
C 2.1007 -3.4586 -1.6935 -0.287
O 2.3536 -4.6463 -1.7465 0.106
H 6.8215 -4.5329 -2.7264 0.071
H 7.0111 -3.9524 -1.0921 0.076
H 8.4312 -3.9664 -2.1665 0.046
H 8.5103 -1.1575 -2.8143 0.035
H 4.7002 -3.8389 -2.3416 0.117
H 3.5848 0.8898 -1.5146 0.121
H 6.9020 0.4688 -2.8973 0.060
H 5.5954 1.5407 -2.4365 0.073
H 6.5853 0.8251 -1.1610 0.088
H -1.5078 -2.0664 -0.3197 0.085
H -1.6095 -1.5540 -1.9856 0.109
H -0.8554 0.0928 0.3103 0.053
H -1.0476 0.6739 -1.1603 0.037
H -0.0599 -4.7095 -2.4497 0.094
H -0.2829 -4.7528 -0.7273 0.091
H -1.3312 -3.7252 -1.7743 0.025
C -2.4736 3.1811 -2.9475 -0.069
C -2.5171 1.7768 -3.3261 -0.284
N -2.5499 0.6641 -3.6025 0.146
H -3.4323 3.6600 -3.1384 0.081
H -2.2473 3.2824 -1.8866 0.082
H -1.7083 3.7084 -3.5146 0.081
C -2.8244 0.5686 2.7846 -0.083
C -2.8596 -0.8503 2.4643 -0.265
N -2.8952 -1.9683 2.2060 0.158
H -3.7777 1.0397 2.5632 0.048
H -2.6059 0.7229 3.8405 0.082
H -2.0644 1.0821 2.1999 0.068
C -5.9705 3.8073 3.5335 -0.072
C -4.7034 3.7192 2.8253 -0.270
N -3.6996 3.6495 2.2715 0.132
H -6.7476 3.2480 3.0155 0.078
H -5.8880 3.4053 4.5395 0.039
H -6.3032 4.8398 3.6127 0.035
C -5.4016 -3.8140 0.9303 -0.088
C -4.2828 -3.9397 0.0138 -0.261
N -3.3827 -4.0401 -0.6898 0.160
H -6.2878 -4.3122 0.5421 0.072
H -5.1576 -4.2489 1.8981 0.085
H -5.6487 -2.7676 1.0858 0.046
C -5.3708 2.2164 8.0337 -0.065
C -6.4102 2.1980 7.0153 -0.274
N -7.2334 2.1833 6.2160 0.138
H -5.2729 1.2368 8.4982 0.085
H -4.4103 2.4855 7.5971 0.082
H -5.6089 2.9417 8.8096 0.085
C -6.2322 8.3705 3.3979 -0.066
C -6.9171 7.4520 4.2933 -0.289
N -7.4806 6.7044 4.9577 0.143
H -5.2554 8.6408 3.7957 0.083
H -6.0940 7.9069 2.4216 0.075
H -6.8130 9.2820 3.2665 0.085
C 10.6699 1.8823 -3.0449 -0.056
C 10.0373 0.8575 -2.2346 -0.232
N 9.5406 0.0598 -1.5739 0.159
H 11.7182 1.9980 -2.7743 0.091
H 10.6188 1.6255 -4.1020 0.093
H 10.1652 2.8424 -2.9003 0.016
C -7.4603 0.0467 0.6483 -0.065
C -7.9846 -1.3110 0.6274 -0.279
N -8.3834 -2.3867 0.6090 0.142
H -7.6159 0.5021 1.6252 0.077
H -6.3917 0.0483 0.4346 0.081
H -7.9576 0.6613 -0.0999 0.084
C 7.5853 4.8490 -1.2984 -0.057
C 8.7117 4.8414 -2.2188 -0.253
N 9.6019 4.8351 -2.9441 0.137
H 6.7117 4.3912 -1.7598 0.081
H 7.8259 4.2914 -0.3946 0.087
H 7.3302 5.8687 -1.0155 0.085
C -10.2525 6.0619 2.6788 -0.069
C -9.0001 5.9539 1.9477 -0.284
N -7.9964 5.8767 1.3960 0.140
H -11.0278 5.4620 2.2051 0.083
H -10.1209 5.7149 3.7027 0.079
H -10.5899 7.0964 2.7092 0.084
C 10.2659 -6.1325 -3.6112 -0.079
C 10.3526 -6.2989 -2.1679 -0.296
N 10.4147 -6.4243 -1.0294 0.130
H 10.4191 -5.0903 -3.8868 0.080
H 11.0208 -6.7350 -4.1136 0.079
H 9.2858 -6.4389 -3.9729 0.082
C -1.3011 -7.7917 -0.7224 -0.076
C -1.9739 -8.7583 0.1320 -0.287
N -2.5044 -9.5208 0.8057 0.119
H -0.2975 -7.5797 -0.3566 0.083
H -1.2129 -8.1695 -1.7397 0.084
H -1.8547 -6.8531 -0.7585 0.065
```

Spin multiplicity: 1
HOMO level: -8.6 eV
Molecular weight: 749.734 g mol⁻¹
Charge: 0
E: -2441.534498 a.u.